[1]
{"formula": "BrClIN", "method": "wB97M-V/def2-TZVPD", "fmax_ev_per_a": 1.751, "gap_ev": [8.0772, 6.9652], "e_lumo_ev": [-1.9, -2.7], "e_homo_ev": [-9.937, -9.714], "e_above_lowest_ev": 0.0091, "symbols": ["N", "Cl", "Br", "I"], "positions_angstrom": [[0.4986, -0.1643, -0.2266], [-0.9028, -0.3297, 0.5720], [1.4358, 1.3275, 0.0537], [-3.5804, 0.4101, -0.0257]], "atomic_forces_ev_per_a": [[0.30, -1.32, -1.11], [-0.30, 0.02, 0.87], [0.38, 1.14, 0.40], [-0.38, 0.16, -0.15]]}

[2]
{"formula": "C9H12N3S", "method": "wB97M-V/def2-TZVPD", "fmax_ev_per_a": 5.387, "gap_ev": 7.8500, "smiles": "[NH3+][C@H](Cn1ccnc1)c1cccs1", "total_charge": 1, "e_lumo_ev": -3.8, "e_homo_ev": -11.697, "e_above_lowest_ev": 1.8742, "symbols": ["C", "C", "C", "C", "C", "C", "C", "C", "C", "N", "N", "N", "S", "H", "H", "H", "H", "H", "H", "H", "H", "H", "H", "H", "H"], "positions_angstrom": [[0.6433, 2.4629, -0.9652], [0.7663, 1.0391, -1.0251], [-2.8639, 0.5736, 0.1423], [-2.0049, -0.2372, 0.8791], [0.8347, 2.9897, 0.2389], [-1.8308, -0.6016, -1.2890], [0.9446, 0.5478, 0.2570], [-0.2849, -1.8523, 0.3658], [1.0881, -0.8351, 0.6735], [-2.7266, 0.2823, -1.1661], [-1.4270, -1.0752, -0.0088], [2.3292, -1.6110, 0.3068], [1.1084, 1.8080, 1.4675], [0.3972, 3.0944, -1.7186], [0.7759, 0.6005, -2.0195], [-3.5644, 1.3012, 0.4034], [-1.9725, -0.3366, 1.9249], [0.9343, 4.1047, 0.4914], [-1.4520, -1.0358, -2.1567], [0.0993, -2.2987, -0.5838], [-0.5124, -2.5126, 1.1445], [0.9989, -0.8273, 1.7520], [2.0487, -2.5220, 0.7792], [3.2071, -1.2633, 0.7626], [2.4637, -1.7956, -0.6563]], "atomic_forces_ev_per_a": [[0.42, -1.85, 0.81], [-0.06, 1.29, 0.88], [1.46, -1.41, 0.73], [-2.50, 1.48, -0.74], [0.74, 2.25, 2.47], [0.88, -1.73, 2.32], [0.72, 0.38, -1.38], [2.49, 2.68, -3.95], [-3.09, -0.94, 1.33], [-0.71, 1.36, -1.28], [0.97, 0.33, -0.73], [-0.67, -1.26, 3.22], [-0.28, -0.17, -1.29], [-0.46, 1.43, -2.59], [-0.20, -0.66, 0.52], [-0.77, 0.89, 0.85], [0.38, -0.23, 1.04], [-0.47, -2.00, -0.36], [0.43, -0.69, -1.30], [-0.77, -0.66, 0.79], [0.08, -1.02, 1.19], [0.90, -0.15, 0.41], [1.23, 0.81, -0.88], [-0.88, -0.15, -0.61], [0.18, 0.05, -1.46]]}

[3]
{"formula": "C2H2NO2S2", "method": "wB97M-V/def2-TZVPD", "fmax_ev_per_a": 3.387, "gap_ev": 7.0330, "total_charge": -1, "e_lumo_ev": 3.0, "e_homo_ev": -4.014, "e_above_lowest_ev": 0.0000, "symbols": ["C", "C", "N", "O", "O", "S", "S", "H", "H"], "positions_angstrom": [[-2.3344, 1.0382, -1.0039], [-2.1619, -2.8263, -1.6319], [-1.6348, 0.1427, -0.7771], [-2.8238, -3.2685, -0.8166], [0.5188, 0.9109, 1.0394], [-1.2349, -2.3726, -2.8035], [-3.4460, 2.2064, -1.3564], [0.0458, 0.6829, 0.2752], [-0.1043, 1.6171, 1.1900]], "atomic_forces_ev_per_a": [[-1.01, 0.44, -0.32], [0.99, 0.16, -1.23], [0.98, -0.62, 0.35], [-0.93, -0.27, 1.19], [0.87, 0.93, 1.48], [-0.02, 0.09, -0.04], [0.00, 0.31, -0.01], [-0.84, -1.99, -2.61], [-0.03, 0.96, 1.19]]}

[4]
{"formula": "CH3NO2S2", "method": "wB97M-V/def2-TZVPD", "fmax_ev_per_a": 3.441, "gap_ev": 9.4970, "smiles": "ON(O)C(=S)S", "e_lumo_ev": 0.4, "e_homo_ev": -9.111, "e_above_lowest_ev": 3.1683, "symbols": ["C", "N", "O", "O", "S", "S", "H", "H", "H"], "positions_angstrom": [[-0.4683, -0.5455, -0.1805], [0.2622, 0.4688, 0.4222], [0.2266, 0.6424, 1.8540], [1.0822, 1.3665, -0.1778], [-1.5583, -1.4038, 0.6164], [-0.0587, -0.4802, -1.8994], [-0.6318, 0.3417, 2.0602], [2.0219, 1.1285, -0.2954], [-0.8758, -1.5184, -2.3997]], "atomic_forces_ev_per_a": [[1.87, 2.61, -0.50], [0.17, -1.02, 1.60], [2.26, 0.62, -2.52], [-0.87, 0.66, -0.42], [-0.90, -1.00, 0.62], [-0.74, -1.21, -1.01], [-2.14, -0.80, 0.54], [-0.45, -0.99, 0.64], [0.79, 1.12, 1.04]]}

[5]
{"formula": "C16H31Br2N3O2P", "method": "wB97M-V/def2-TZVPD", "fmax_ev_per_a": 0.449, "gap_ev": 9.2764, "smiles": "CCN[C@H]1C[N@H+](P(C)CC)C[C@@H](/C(Br)=C(/C)Br)N1CCCC(=O)O", "total_charge": 1, "e_lumo_ev": -2.8, "e_homo_ev": -12.066, "symbols": ["C", "C", "N", "C", "C", "N", "P", "C", "C", "C", "C", "C", "C", "Br", "C", "C", "Br", "N", "C", "C", "C", "C", "O", "O", "H", "H", "H", "H", "H", "H", "H", "H", "H", "H", "H", "H", "H", "H", "H", "H", "H", "H", "H", "H", "H", "H", "H", "H", "H", "H", "H", "H", "H", "H", "H"], "positions_angstrom": [[-1.1652, -2.6335, 3.7319], [-0.2078, -1.7678, 2.9370], [-0.3821, -1.9948, 1.4970], [0.3753, -1.1076, 0.6535], [1.0515, -1.9397, -0.4447], [1.6574, -1.1432, -1.5877], [3.4995, -0.7076, -1.3790], [3.5592, 0.9869, -2.0463], [3.7030, -0.3770, 0.4095], [5.1605, 0.1019, 0.5729], [0.6860, -0.0812, -2.0454], [0.3015, 0.7375, -0.8155], [-0.2458, 2.1319, -1.0284], [0.2096, 3.2355, 0.4499], [-0.9851, 2.6726, -1.9881], [-1.4900, 4.0806, -2.0300], [-1.5319, 1.6424, -3.4951], [-0.4863, -0.0441, 0.1240], [-1.7893, -0.5033, -0.3746], [-2.8997, -0.3343, 0.6728], [-3.9541, 0.6953, 0.2497], [-5.1412, 0.6577, 1.1925], [-5.3143, 1.4267, 2.0904], [-5.9900, -0.3966, 1.0100], [-1.1194, -2.3670, 4.7874], [-0.9044, -3.6903, 3.6547], [-2.1894, -2.4933, 3.3883], [0.8260, -1.9663, 3.2525], [-0.4066, -0.7114, 3.1297], [-0.1708, -2.9640, 1.2860], [1.1412, -0.5955, 1.2464], [0.3144, -2.6068, -0.8970], [1.8451, -2.5551, -0.0200], [1.7125, -1.8183, -2.3491], [4.6171, 1.2552, -2.0288], [3.2630, 0.9897, -3.0948], [2.9881, 1.7343, -1.4953], [3.5444, -1.2944, 0.9759], [3.0246, 0.3972, 0.7644], [5.5036, -0.0921, 1.5863], [5.2376, 1.1715, 0.3879], [5.8461, -0.3975, -0.1172], [1.1390, 0.5078, -2.8348], [-0.1656, -0.6035, -2.4761], [1.2450, 0.9079, -0.2913], [-1.7466, 4.3717, -3.0443], [-2.3889, 4.1704, -1.4164], [-0.7353, 4.7662, -1.6484], [-2.0345, 0.0849, -1.2604], [-1.7518, -1.5497, -0.6957], [-3.3788, -1.2933, 0.8696], [-2.4352, 0.0038, 1.5985], [-4.2759, 0.5008, -0.7796], [-3.5426, 1.7041, 0.2850], [-5.9772, -0.6968, 0.0953]], "atomic_forces_ev_per_a": [[0.06, 0.05, 0.11], [-0.14, 0.08, 0.02], [0.34, -0.29, -0.06], [-0.15, 0.20, 0.18], [0.12, -0.19, -0.07], [-0.31, 0.16, 0.20], [0.11, -0.20, 0.02], [-0.15, -0.08, -0.13], [0.03, 0.19, -0.12], [-0.04, 0.03, -0.06], [-0.08, -0.02, -0.05], [0.08, 0.08, 0.03], [-0.06, -0.21, 0.06], [-0.02, 0.05, 0.13], [0.01, 0.04, -0.15], [0.01, 0.02, -0.05], [-0.04, -0.03, -0.03], [0.18, -0.14, -0.21], [-0.07, 0.08, 0.10], [0.01, 0.06, -0.05], [-0.07, 0.09, -0.05], [-0.07, -0.04, -0.04], [0.11, -0.22, -0.07], [-0.12, 0.36, 0.12], [0.00, -0.02, 0.01], [-0.05, -0.02, -0.07], [0.00, -0.01, -0.02], [0.00, 0.05, -0.02], [-0.04, 0.00, -0.03], [-0.12, -0.01, 0.03], [0.10, -0.01, -0.09], [-0.03, 0.04, -0.02], [-0.02, -0.02, -0.01], [0.10, 0.07, -0.05], [0.01, 0.03, 0.04], [0.05, 0.03, -0.02], [0.01, 0.00, 0.05], [-0.04, 0.00, -0.02], [-0.03, -0.05, 0.13], [0.02, 0.01, -0.01], [0.00, 0.02, 0.02], [0.00, -0.09, 0.08], [0.13, 0.01, 0.01], [-0.05, -0.02, 0.04], [0.08, 0.10, -0.04], [0.00, -0.02, -0.03], [0.03, 0.04, 0.04], [-0.06, 0.01, 0.05], [0.00, 0.02, 0.02], [0.04, 0.01, -0.01], [0.02, -0.02, 0.03], [-0.07, -0.10, 0.06], [-0.06, -0.03, 0.04], [0.03, -0.01, -0.02], [0.19, -0.14, -0.01]]}

[6]
{"formula": "C3H4N2O3", "method": "wB97M-V/def2-TZVPD", "fmax_ev_per_a": 3.479, "gap_ev": 10.3855, "smiles": "N#CN(O)O.C=C=O", "e_lumo_ev": 0.5, "e_homo_ev": -9.840, "e_above_lowest_ev": 6.1202, "symbols": ["C", "C", "C", "N", "N", "O", "O", "O", "H", "H", "H", "H"], "positions_angstrom": [[-2.2725, 0.1303, 0.9757], [0.1649, 2.8705, -0.2950], [0.4600, 1.6832, -0.7589], [-2.1116, 0.9292, 1.8082], [-2.5981, -0.5890, -0.0914], [-2.5512, -2.0189, 0.0884], [-1.9629, -0.1338, -1.2273], [0.7846, 0.5913, -1.1546], [0.6611, 3.7689, -0.7723], [-0.6001, 2.8810, 0.4384], [-3.3999, -2.3191, -0.1368], [-0.9881, -0.2182, -1.3636]], "atomic_forces_ev_per_a": [[0.45, 1.49, 1.99], [1.20, 0.33, -1.55], [1.34, -2.48, -0.95], [-0.04, -1.13, -0.92], [0.08, -1.73, -1.15], [2.67, 2.08, 0.65], [-0.81, 0.16, -1.37], [-1.11, 3.10, 1.13], [-0.84, -1.25, 0.80], [-0.52, 0.38, 0.66], [-2.07, -0.35, -0.67], [-0.36, -0.59, 1.38]]}

Record-wise E_tot values, in eV: -92151.785; -24824.418; -29364.317; -28337.254; -175027.460; -12292.875